one:
The following is a DFT calculation (ωB97M-V with the def2-TZVPD basis set) of 2 unconnected molecules or ions with the total composition C4H11NS.

Cartesian coordinates (Å):
1 C -0.055 -1.059 2.291
2 C 0.902 -0.101 2.154
3 N 0.480 1.049 1.562
4 H 0.112 -2.121 2.258
5 H -1.021 -0.793 2.635
6 H 2.073 -0.244 2.249
7 H -0.545 1.155 1.387
8 H 0.929 2.021 1.798
9 C 0.352 -0.212 -2.596
10 C -0.267 0.404 -1.369
11 S -2.163 0.553 -1.572
12 H 0.450 -1.360 -2.196
13 H -0.104 -0.080 -3.558
14 H 1.379 0.132 -2.643
15 H -0.146 -0.231 -0.463
16 H 0.007 1.461 -1.083
17 H -2.381 -0.575 -0.852

Values from the calculation:
charge	0
LUMO energy	0.9182	eV
SMILES string	C=CN.CCS
E_HOMO	-8.14	eV
frontier orbital gap	9.06	eV

***

two:
The following is a DFT calculation (ωB97M-V with the def2-TZVPD basis set) of 2 unconnected molecules or ions with the total composition C4H11NS.

Cartesian coordinates (Å):
1 C 1.003 -2.041 -0.998
2 C 1.331 2.219 0.805
3 C -1.258 1.778 -0.049
4 C 0.021 -1.974 0.191
5 N 0.005 -0.788 0.856
6 S 0.446 1.556 -0.622
7 H 0.675 -1.353 -1.773
8 H 1.996 -1.742 -0.669
9 H 1.040 -3.052 -1.394
10 H 2.386 2.229 0.549
11 H 1.152 1.566 1.653
12 H 0.988 3.231 1.001
13 H -1.390 1.176 0.844
14 H -1.908 1.422 -0.841
15 H -1.446 2.832 0.141
16 H 0.304 -2.765 0.915
17 H -0.994 -2.237 -0.173

Values from the calculation:
charge	0
LUMO energy (spin up / spin down)	-0.0616 / -0.1912	eV
E_HOMO (spin up / spin down)	-7.97 / -8.11	eV
frontier orbital gap (spin up / spin down)	7.90 / 7.92	eV

***

three:
The following is a DFT calculation (ωB97M-V with the def2-TZVPD basis set) of a single C4H11NS molecule.

Cartesian coordinates (Å):
1 C 1.124 0.018 2.676
2 N 0.579 0.305 1.372
3 C -0.823 0.011 1.237
4 C -1.401 0.449 -0.106
5 C -0.997 -0.433 -1.280
6 S 0.640 0.033 -1.946
7 H 2.083 0.537 2.812
8 H 0.406 0.348 3.419
9 H 1.338 -1.047 2.858
10 H 1.084 -0.089 0.589
11 H -1.098 -1.035 1.437
12 H -1.370 0.549 2.028
13 H -2.489 0.456 -0.066
14 H -1.042 1.466 -0.292
15 H -0.978 -1.476 -0.961
16 H -1.708 -0.348 -2.098
17 H 0.703 -0.952 -2.852

Values from the calculation:
charge	0
LUMO energy	0.9125	eV
SMILES string	CNCCCS
E_HOMO	-8.56	eV
frontier orbital gap	9.47	eV

***

four:
The following is a DFT calculation (ωB97M-V with the def2-TZVPD basis set) of 2 unconnected molecules or ions with the total composition C4H11NS.

Cartesian coordinates (Å):
1 C 0.742 -1.620 -1.244
2 C -0.030 -2.615 -0.828
3 N -0.927 -3.401 -1.564
4 H 0.746 -1.329 -2.288
5 H 1.417 -1.209 -0.519
6 H -0.058 -2.835 0.232
7 H -0.900 -3.247 -2.560
8 H -0.826 -4.379 -1.342
9 C -0.871 1.419 -0.144
10 S 0.658 1.823 0.753
11 C -0.068 2.305 2.297
12 H -0.701 0.590 -0.829
13 H -1.702 1.149 0.498
14 H -1.140 2.285 -0.733
15 H -0.412 3.330 2.260
16 H 0.702 2.313 3.079
17 H -0.855 1.672 2.667

Values from the calculation:
charge	0
LUMO energy	1.0812	eV
SMILES string	C=CN.CSC
E_HOMO	-8.32	eV
frontier orbital gap	9.40	eV

***

Stability, lowest: two

***

one:
The following is a DFT calculation (ωB97M-V with the def2-TZVPD basis set) of a gas-phase ion, C11H17N2O (charge +1).

Cartesian coordinates (Å):
1 C -0.297 -0.509 2.352
2 C -0.490 1.590 1.157
3 C -0.318 -1.137 -2.189
4 C -0.242 0.303 -2.508
5 C -1.761 -0.173 -0.692
6 C -0.693 -1.238 -0.688
7 C -0.826 0.987 -1.206
8 C 0.405 -0.557 0.104
9 C 0.196 0.946 -0.046
10 C 1.730 -1.233 0.333
11 C 1.444 1.733 -0.370
12 N -0.589 0.787 2.368
13 N -0.336 -1.302 3.395
14 O -0.707 2.766 1.292
15 H -1.067 -1.649 -2.778
16 H 0.557 -1.743 -2.526
17 H 0.818 0.656 -2.675
18 H -0.814 0.579 -3.401
19 H -2.619 -0.507 -1.285
20 H -2.272 0.114 0.213
21 H -0.953 -2.260 -0.285
22 H -1.344 2.036 -1.237
23 H 2.353 -1.513 -0.626
24 H 1.611 -2.060 0.957
25 H 2.362 -0.416 0.899
26 H 2.096 0.905 -0.767
27 H 1.908 2.210 0.497
28 H 1.407 2.653 -1.075
29 H -0.827 1.217 3.273
30 H 0.152 -2.169 3.300
31 H -0.884 -1.015 4.212

Values from the calculation:
charge	+1
LUMO energy	-4.1746	eV
E_HOMO	-13.73	eV
frontier orbital gap	9.56	eV

***

two:
The following is a DFT calculation (ωB97M-V with the def2-TZVPD basis set) of 2 unconnected molecules or ions with the total composition C11H17N2O.

Cartesian coordinates (Å):
1 C 1.514 0.628 3.404
2 C 0.719 1.636 2.839
3 C 1.334 -0.633 2.875
4 C -0.086 1.442 1.700
5 C 0.716 -0.814 1.701
6 C -0.037 0.220 1.070
7 C -2.165 -1.711 0.135
8 C 0.852 -1.142 -1.459
9 C -0.945 0.062 -2.524
10 C 0.822 1.225 -1.517
11 C -0.820 0.104 -0.148
12 N -2.222 -1.914 1.410
13 N -0.013 0.034 -1.395
14 O -2.567 -2.188 -0.823
15 H 2.272 0.781 4.193
16 H 0.842 2.715 3.199
17 H 1.974 -1.475 3.171
18 H -0.817 2.290 1.504
19 H 0.739 -1.875 1.375
20 H 1.699 -1.339 -0.741
21 H 0.147 -2.024 -1.546
22 H 1.470 -1.153 -2.439
23 H -2.019 0.330 -2.210
24 H -0.718 0.776 -3.372
25 H -1.119 -0.895 -2.933
26 H 0.683 1.739 -2.475
27 H 0.614 1.958 -0.745
28 H 1.930 1.151 -1.337
29 H -1.376 1.133 -0.075
30 H -1.505 -1.436 2.052
31 H -2.816 -2.647 1.891

Values from the calculation:
charge	+1
LUMO energy	-2.9949	eV
E_HOMO	-12.06	eV
frontier orbital gap	9.07	eV

***

Stability, lowest: two

***

one:
The following is a DFT calculation (ωB97M-V with the def2-TZVPD basis set) of a molecular structure, C31H49BrCaN6O4P2.

Cartesian coordinates (Å):
1 Ca 0.613 -0.560 0.177
2 C -2.035 0.868 3.475
3 C -0.598 0.473 3.204
4 C -0.228 -0.878 3.088
5 C -1.247 -1.996 3.203
6 C 1.137 -1.236 3.013
7 C 1.494 -2.690 3.272
8 C 2.109 -0.230 2.856
9 C 3.591 -0.537 2.801
10 C 1.724 1.127 2.907
11 C 2.783 2.202 2.818
12 C 0.397 1.468 3.193
13 C 0.081 2.864 3.680
14 H -2.369 1.673 2.814
15 H -2.142 1.238 4.497
16 H -2.730 0.041 3.368
17 H -1.386 -2.294 4.247
18 H -0.931 -2.884 2.659
19 H -2.222 -1.718 2.823
20 H 2.523 -2.799 3.603
21 H 1.364 -3.345 2.406
22 H 0.857 -3.083 4.063
23 H 4.119 -0.019 3.602
24 H 4.040 -0.194 1.865
25 H 3.802 -1.596 2.884
26 H 2.386 3.137 2.430
27 H 3.610 1.906 2.178
28 H 3.209 2.421 3.804
29 H 0.408 2.945 4.722
30 H -0.982 3.096 3.664
31 H 0.601 3.645 3.133
32 O -0.713 0.765 -7.014
33 C -0.819 0.498 -5.708
34 C -2.032 0.361 -5.033
35 C -2.003 0.080 -3.684
36 N -0.870 -0.069 -2.979
37 C 0.235 0.058 -3.667
38 Br 1.836 -0.173 -2.637
39 C 0.372 0.341 -5.003
40 H -1.580 0.874 -7.425
41 H -2.977 0.470 -5.551
42 H -2.931 -0.043 -3.132
43 H 1.330 0.434 -5.498
44 C -2.614 4.488 -0.145
45 N -2.868 3.433 -1.132
46 C -2.259 3.835 -2.406
47 N -0.834 4.150 -2.305
48 C -0.646 5.180 -1.281
49 N -1.195 4.806 0.022
50 C -0.465 3.700 0.629
51 P -0.520 2.148 -0.402
52 C -2.368 2.143 -0.670
53 C -0.043 2.959 -2.021
54 H -3.034 4.188 0.816
55 H -3.124 5.392 -0.475
56 H -2.779 4.723 -2.763
57 H -2.396 3.037 -3.137
58 H -1.147 6.089 -1.611
59 H 0.418 5.393 -1.177
60 H -0.906 3.473 1.596
61 H 0.575 3.984 0.796
62 H -2.853 1.893 0.277
63 H -2.622 1.361 -1.386
64 H -0.160 2.243 -2.831
65 H 1.014 3.225 -1.966
66 C 5.072 -1.796 -1.382
67 O 3.804 -2.496 -1.387
68 P 2.843 -2.406 -0.107
69 O 3.612 -3.226 0.997
70 C 4.511 -4.346 0.815
71 O 1.602 -3.289 -0.624
72 C 1.781 -4.522 -1.372
73 H 5.680 -2.238 -2.162
74 H 5.580 -1.903 -0.423
75 H 4.917 -0.740 -1.599
76 H 5.422 -4.134 1.364
77 H 4.739 -4.487 -0.239
78 H 4.039 -5.236 1.218
79 H 0.841 -5.059 -1.316
80 H 2.031 -4.291 -2.403
81 H 2.566 -5.126 -0.926
82 N -5.014 -3.527 -0.947
83 C -3.848 -2.889 -0.731
84 C -3.773 -1.767 0.114
85 C -2.561 -1.168 0.315
86 N -1.406 -1.562 -0.261
87 C -1.497 -2.614 -1.106
88 C -2.652 -3.304 -1.352
89 H -5.856 -3.244 -0.479
90 H -5.060 -4.348 -1.523
91 H -4.657 -1.386 0.612
92 H -2.495 -0.315 0.986
93 H -0.581 -2.913 -1.599
94 H -2.645 -4.150 -2.030

Values from the calculation:
charge	+2
LUMO energy	-4.5091	eV
E_HOMO	-12.73	eV
frontier orbital gap	8.22	eV

***

two:
The following is a DFT calculation (ωB97M-V with the def2-TZVPD basis set) of a molecular structure, C31H49BrCaN6O4P2.

Cartesian coordinates (Å):
1 Ca 0.241 0.515 0.644
2 C 1.556 -0.216 4.232
3 C 1.999 -0.618 2.840
4 C 2.820 0.209 2.054
5 C 3.341 1.534 2.571
6 C 3.271 -0.230 0.797
7 C 4.273 0.629 0.049
8 C 2.944 -1.523 0.340
9 C 3.477 -1.997 -0.994
10 C 2.231 -2.392 1.185
11 C 2.162 -3.877 0.896
12 C 1.703 -1.917 2.397
13 C 0.926 -2.844 3.302
14 H 0.471 -0.264 4.348
15 H 1.877 0.782 4.508
16 H 1.976 -0.905 4.969
17 H 4.336 1.393 3.006
18 H 2.711 1.975 3.334
19 H 3.444 2.264 1.771
20 H 3.840 1.555 -0.338
21 H 4.719 0.103 -0.788
22 H 5.084 0.915 0.722
23 H 4.525 -2.302 -0.913
24 H 3.412 -1.212 -1.741
25 H 2.917 -2.843 -1.383
26 H 1.164 -4.204 0.611
27 H 2.436 -4.440 1.787
28 H 2.848 -4.177 0.111
29 H 1.596 -3.319 4.026
30 H 0.434 -3.640 2.750
31 H 0.164 -2.317 3.872
32 O 0.659 1.988 -6.992
33 C 0.939 1.192 -5.955
34 C 1.175 -0.177 -6.058
35 C 1.449 -0.886 -4.906
36 N 1.516 -0.322 -3.689
37 C 1.289 0.962 -3.645
38 Br 1.479 1.785 -1.908
39 C 0.997 1.792 -4.699
40 H 0.658 1.503 -7.823
41 H 1.150 -0.677 -7.019
42 H 1.621 -1.957 -4.944
43 H 0.830 2.857 -4.593
44 C -1.712 -4.747 -1.342
45 N -1.416 -3.600 -2.208
46 C -2.678 -2.971 -2.606
47 N -3.509 -2.572 -1.468
48 C -3.757 -3.749 -0.634
49 N -2.524 -4.390 -0.176
50 C -1.801 -3.576 0.782
51 P -1.223 -1.949 0.030
52 C -0.525 -2.648 -1.557
53 C -2.897 -1.496 -0.706
54 H -0.776 -5.199 -1.007
55 H -2.262 -5.484 -1.925
56 H -3.244 -3.686 -3.201
57 H -2.466 -2.096 -3.223
58 H -4.322 -4.472 -1.221
59 H -4.357 -3.462 0.231
60 H -0.945 -4.128 1.155
61 H -2.441 -3.352 1.634
62 H 0.434 -3.120 -1.355
63 H -0.331 -1.818 -2.224
64 H -2.770 -0.630 -1.356
65 H -3.565 -1.210 0.110
66 C -5.096 1.334 0.634
67 O -3.959 1.653 -0.208
68 P -2.465 1.578 0.352
69 O -2.268 3.001 1.042
70 C -2.867 4.239 0.618
71 O -1.649 1.654 -1.056
72 C -2.092 2.253 -2.298
73 H -5.703 2.227 0.756
74 H -4.785 0.978 1.620
75 H -5.683 0.566 0.139
76 H -2.815 4.921 1.461
77 H -3.906 4.093 0.332
78 H -2.313 4.656 -0.222
79 H -1.595 3.213 -2.426
80 H -3.169 2.385 -2.299
81 H -1.803 1.584 -3.103
82 N 0.771 6.025 3.976
83 C 0.696 4.869 3.295
84 C 0.139 3.709 3.870
85 C 0.086 2.558 3.136
86 N 0.545 2.441 1.873
87 C 1.072 3.555 1.328
88 C 1.169 4.757 1.972
89 H 0.449 6.090 4.925
90 H 1.194 6.842 3.573
91 H -0.245 3.728 4.883
92 H -0.343 1.666 3.581
93 H 1.448 3.475 0.311
94 H 1.613 5.609 1.470

Values from the calculation:
charge	+2
LUMO energy	-4.3623	eV
E_HOMO	-12.81	eV
frontier orbital gap	8.45	eV

***

Stability, lowest: two